{
  "formula": "C27H19F5N7O4STi",
  "method": "ωB97M-V/def2-TZVPD",
  "species": ["Ti", "O", "C", "C", "C", "C", "C", "C", "C", "O", "N", "N", "C", "C", "C", "C", "C", "C", "N", "H", "H", "H", "H", "H", "H", "H", "H", "H", "H", "N", "C", "C", "N", "C", "C", "N", "C", "C", "N", "H", "H", "H", "H", "H", "H", "F", "C", "C", "F", "C", "F", "C", "S", "C", "F", "C", "F", "C", "O", "C", "O", "H", "H", "H"],
  "coordinates": [[-0.162, -0.370, 0.340], [-1.506, 2.479, -4.134], [-1.750, 1.202, -4.464], [-2.024, 0.939, -5.808], [-2.289, -0.346, -6.227], [-2.285, -1.410, -5.323], [-2.007, -1.160, -3.999], [-1.731, 0.138, -3.545], [-1.400, 0.327, -2.130], [-1.257, -0.711, -1.382], [-1.198, 1.555, -1.676], [-0.816, 1.485, -0.373], [-0.878, 2.504, 0.396], [-0.638, 2.239, 1.804], [-0.747, 3.223, 2.774], [-0.630, 2.856, 4.105], [-0.425, 1.522, 4.420], [-0.302, 0.600, 3.397], [-0.388, 0.947, 2.109], [-1.372, 2.533, -3.166], [-2.032, 1.771, -6.499], [-2.509, -0.528, -7.271], [-2.508, -2.414, -5.656], [-2.005, -1.963, -3.275], [-1.201, 3.474, 0.035], [-0.932, 4.247, 2.485], [-0.710, 3.601, 4.886], [-0.344, 1.188, 5.444], [-0.104, -0.446, 3.590], [1.329, -3.839, -1.581], [0.576, -4.612, -0.726], [-0.062, -3.745, 0.106], [0.294, -2.466, -0.229], [1.129, -2.551, -1.246], [1.667, -1.334, -1.813], [1.325, -0.169, -1.294], [1.949, 0.796, -2.042], [2.681, 0.198, -3.019], [2.495, -1.156, -2.859], [1.925, -4.194, -2.309], [0.566, -5.685, -0.787], [-0.736, -3.953, 0.916], [1.831, 1.844, -1.830], [3.302, 0.599, -3.800], [2.905, -1.870, -3.436], [3.601, 3.195, 5.197], [3.209, 2.209, 4.399], [2.848, 2.477, 3.089], [2.884, 3.726, 2.625], [2.440, 1.440, 2.274], [2.075, 1.745, 1.010], [2.348, 0.127, 2.713], [1.754, -1.186, 1.697], [2.720, -0.109, 4.032], [2.635, -1.340, 4.536], [3.149, 0.907, 4.870], [3.484, 0.644, 6.128], [-3.018, -2.260, 2.150], [-1.937, -1.566, 1.479], [-2.190, -0.325, 0.955], [-3.223, 0.254, 1.009], [-2.557, -2.955, 2.846], [-3.614, -2.791, 1.412], [-3.638, -1.536, 2.672]],
  "charge": 1,
  "multiplicity": 1,
  "relative_energy_ev": 0.7067,
  "e_homo_ev": -10.75,
  "energy_ha": -3471.44331
}